(1)
# C8F24HfN3O18S8

A molecular structure, C8F24HfN3O18S8 in a non-equilibrium geometry (ωB97M-V/def2-TZVPD, the OMol25 dataset).

Last column: Löwdin charge in e.
Cartesian coordinates (Å):
Hf1 -0.2805 -0.0437 -0.0066  1.899
C1 0.6532 3.3355 3.3940  -0.649
F1 0.1449 3.3995 4.6457  0.124
F2 1.2727 4.5123 3.1318  0.110
F3 1.5471 2.4262 3.2984  0.162
S1 -0.6806 3.1110 2.0158  0.564
O1 -0.4308 4.1089 0.9911  -0.285
O2 -0.4855 1.7346 1.4533  -0.457
O3 -1.9395 3.3061 2.6757  -0.275
C2 -4.1971 0.7941 -2.0172  -0.610
F4 -4.5928 1.9847 -2.4250  0.169
F5 -5.2441 0.0408 -1.7297  0.175
F6 -3.4434 0.3422 -3.0370  0.137
S2 -3.0770 0.9418 -0.4339  0.638
O4 -3.7598 1.6195 0.6588  -0.214
O5 -2.5661 -0.3634 -0.0394  -0.402
O6 -1.7512 1.4735 -0.8259  -0.413
C3 1.9135 -3.1438 2.3471  -0.628
F7 0.8780 -3.8788 2.7677  0.128
F8 2.9039 -3.3275 3.1734  0.201
F9 2.2648 -3.4860 1.1201  0.173
S3 1.3120 -1.2914 2.4241  0.748
O7 1.6154 -0.6672 3.6866  -0.221
O8 1.7806 -0.6006 1.2362  -0.392
N1 -0.3587 -1.1511 1.9426  -0.385
S4 -1.1529 -1.7141 3.2001  0.624
O9 -2.2968 -2.3689 2.6188  -0.279
O10 -0.4146 -2.3874 4.2641  -0.274
C4 -1.9183 -0.1409 4.0317  -0.664
F10 -2.6199 -0.2861 5.1076  0.214
F11 -0.9124 0.6803 4.2164  0.139
F12 -2.6537 0.4654 3.0899  0.121
C5 4.0418 1.2299 -0.9059  -0.651
F13 3.7269 0.4219 -1.9033  0.149
F14 4.3798 0.5936 0.2056  0.163
F15 5.0199 2.0632 -1.1224  0.179
S5 2.5080 2.4036 -0.5870  0.756
O11 2.2618 2.6008 0.8225  -0.290
O12 2.7147 3.6485 -1.3139  -0.253
N2 1.0707 1.4665 -1.0893  -0.381
S6 0.9582 1.8602 -2.5862  0.513
O13 2.1170 2.0272 -3.3842  -0.253
O14 -0.0227 0.9613 -3.1264  -0.312
C6 -0.0001 3.5513 -2.7420  -0.518
F16 -0.3922 4.0280 -1.5160  0.094
F17 0.6586 4.4554 -3.5438  0.092
F18 -1.0878 3.3848 -3.5264  0.102
C7 -1.6141 -3.9701 -0.5125  -0.722
F19 -2.8057 -3.7588 -0.0239  0.181
F20 -0.7016 -3.7247 0.4085  0.116
F21 -1.5734 -5.2267 -0.7934  0.206
S7 -1.3371 -2.7876 -1.9835  0.792
O15 -1.0664 -3.6628 -3.1889  -0.291
O16 -2.4738 -1.9170 -2.0425  -0.289
N3 0.0632 -1.7937 -1.4201  -0.407
S8 1.3217 -2.6494 -1.8548  0.620
O17 2.4891 -2.0665 -1.1736  -0.331
O18 1.1875 -4.0849 -1.5767  -0.282
C8 1.7011 -2.1728 -3.7902  -0.535
F22 2.1404 -0.8740 -3.8816  0.115
F23 2.5882 -3.0360 -4.2834  0.144
F24 0.6156 -2.3964 -4.5410  0.115

The total charge is -1. The value obtained for the energy relative to the best compared isomer or geometry (same formula, charge and spin) is 105.07 kcal/mol. For the total energy, the calculation gives -7453.80131 Eh. For the LUMO energy, the calculation gives 0.5 eV. The value obtained for the gap between HOMO and LUMO is 8.214 eV.


(2)
# C22H19O4PV

A molecular structure, C22H19O4PV (ωB97M-V/def2-TZVPD, the OMol25 dataset).

Last column: Löwdin charge in e.
Cartesian coordinates (Å):
V1 -2.4332 0.3165 0.7008  1.036
C1 0.1532 -0.1272 4.0062  0.039
C2 -0.0947 0.5462 2.7043  -0.268
O1 -1.1591 0.2101 2.0909  -0.133
C3 0.7989 1.5366 2.1738  -0.077
C4 1.6395 2.1921 3.1067  0.022
C5 2.3935 3.2855 2.7633  -0.016
C6 2.3533 3.7532 1.4516  0.016
C7 1.5870 3.1055 0.4970  0.036
C8 0.8260 2.0045 0.8356  -0.188
O2 0.1981 1.4275 -0.2493  -0.184
H1 -0.1450 0.5335 4.8263  0.128
H2 1.2054 -0.3695 4.1376  0.116
H3 -0.4561 -1.0257 4.0660  0.109
H4 1.6509 1.8486 4.1304  0.126
H5 3.0047 3.7797 3.5045  0.131
H6 2.9382 4.6166 1.1637  0.135
H7 1.5907 3.4319 -0.5342  0.142
O3 -5.5102 0.4603 -0.8074  0.266
C9 -4.4487 0.0830 -0.5418  -0.448
O4 -3.2795 1.1648 -0.5060  -0.195
C10 -3.7428 -1.0766 0.0040  -0.078
P1 -0.4424 -0.0083 -0.5857  1.014
C11 0.6355 -1.3085 -0.0253  -0.348
C12 0.1285 -2.4101 0.6650  -0.084
C13 0.9846 -3.4353 1.0335  -0.041
C14 2.3369 -3.3500 0.7254  -0.025
C15 2.8413 -2.2496 0.0410  -0.033
C16 1.9932 -1.2270 -0.3477  -0.050
C17 -0.5859 -0.0077 -2.3494  -0.326
C18 -0.7955 1.1737 -3.0639  -0.060
C19 -0.9715 1.1041 -4.4335  -0.036
C20 -0.9626 -0.1284 -5.0788  -0.025
C21 -0.7684 -1.3025 -4.3630  -0.040
C22 -0.5752 -1.2496 -2.9927  -0.067
H8 -3.2962 -1.6809 -0.7870  0.097
H9 -4.3481 -1.6643 0.6917  0.105
H10 -0.9281 -2.4774 0.9028  0.104
H11 0.5990 -4.3005 1.5552  0.123
H12 3.0031 -4.1515 1.0153  0.126
H13 3.8939 -2.1967 -0.2013  0.124
H14 2.3777 -0.3809 -0.9057  0.127
H15 -0.8176 2.1305 -2.5588  0.116
H16 -1.1199 2.0111 -5.0030  0.123
H17 -1.1051 -0.1712 -6.1501  0.125
H18 -0.7542 -2.2554 -4.8733  0.123
H19 -0.3933 -2.1605 -2.4346  0.113

The total charge is +2. The value obtained for the energy relative to the best compared isomer or geometry (same formula, charge and spin) is 48.91 kcal/mol. For the total energy, the calculation gives -2435.47270 Eh. For the LUMO energy (alpha / beta), the calculation gives -8.5 / -8.2 eV. The multiplicity is 2. The value obtained for the gap between HOMO and LUMO (alpha / beta) is 6.888 / 7.163 eV.


(3)
# C13H7N3O4Pd

A molecular structure, C13H7N3O4Pd in a non-equilibrium geometry (ωB97M-V/def2-TZVPD, the OMol25 dataset).

Last column: Löwdin charge in e.
Cartesian coordinates (Å):
Pd1 0.0383 -0.1395 -0.1082  1.084
O1 1.7847 -0.5046 3.4878  0.095
C1 1.3753 -0.5568 2.3527  -0.574
O2 0.4896 0.2308 1.8114  -0.164
C2 1.8896 -1.6179 1.3852  -0.143
C3 2.8209 -2.5991 1.6289  0.027
C4 3.1538 -3.4767 0.6007  -0.013
C5 2.5413 -3.3425 -0.6420  0.026
C6 1.6179 -2.3397 -0.8209  -0.143
N1 1.3153 -1.5097 0.1829  -0.015
C7 0.8308 -2.0073 -2.0833  -0.575
O3 0.9731 -2.6562 -3.0925  0.092
O4 0.0353 -0.9870 -1.9265  -0.167
H1 3.2698 -2.6638 2.6102  0.129
H2 3.8831 -4.2574 0.7665  0.115
H3 2.7674 -4.0001 -1.4699  0.129
N2 -2.8045 4.9719 2.2521  0.181
C8 -2.6449 4.2092 1.4086  -0.170
C9 -2.4458 3.2598 0.3582  -0.189
C10 -3.1557 3.3439 -0.8408  0.014
C11 -2.9067 2.3882 -1.8083  -0.025
C12 -1.9799 1.3958 -1.5680  -0.079
N3 -1.2998 1.3174 -0.4137  -0.079
C13 -1.5300 2.2322 0.5302  -0.041
H4 -3.8749 4.1352 -0.9984  0.130
H5 -3.4293 2.4101 -2.7539  0.118
H6 -1.7470 0.6334 -2.3003  0.113
H7 -0.9678 2.1304 1.4512  0.124

For the total energy, the calculation gives -1092.76383 Eh. For the LUMO energy, the calculation gives -0.9 eV. The value obtained for the gap between HOMO and LUMO is 8.892 eV.


(4)
# C26H50OP2SiY

A molecular structure, C26H50OP2SiY in a non-equilibrium geometry (ωB97M-V/def2-TZVPD, the OMol25 dataset).

Last column: Löwdin charge in e.
Cartesian coordinates (Å):
Y1 -1.4414 -0.8990 0.3873  1.480
C1 -0.1004 -0.6512 2.6520  -0.296
C2 -1.1718 0.3061 2.5865  -0.315
C3 -2.0771 -1.8262 2.6058  -0.326
C4 -0.6577 -1.9569 2.7151  -0.262
C5 -2.3993 -0.4355 2.5849  -0.350
C6 1.2679 -0.3859 3.1430  -0.044
H1 1.6117 0.6198 2.8944  0.043
H2 1.9931 -1.0763 2.6924  0.095
H3 1.3193 -0.4995 4.2417  0.112
C7 0.0493 -3.1371 3.2581  -0.016
H4 0.9241 -2.8658 3.8593  0.087
H5 0.4447 -3.7750 2.4679  0.037
H6 -0.6000 -3.7356 3.9099  0.092
C8 -3.0134 -2.9623 2.7760  -0.021
H7 -2.7683 -3.5276 3.6909  0.095
H8 -2.9360 -3.6279 1.9042  0.077
H9 -4.0550 -2.6281 2.8438  0.079
C9 -3.7733 0.1153 2.6758  -0.037
H10 -4.3970 -0.4669 3.3696  0.091
H11 -4.2888 0.1210 1.7075  0.074
H12 -3.7559 1.1560 3.0101  0.079
C10 -1.0435 1.7372 2.9544  -0.038
H13 -1.8276 2.0335 3.6662  0.090
H14 -1.1426 2.3840 2.0756  0.057
H15 -0.0687 1.9472 3.4124  0.080
C11 3.4010 0.8137 -0.1184  -0.067
C12 3.0660 1.4478 1.0324  -0.125
C13 2.2727 2.7167 1.1075  -0.177
C14 2.0668 3.6082 -0.1541  -0.148
C15 0.9619 3.2081 -1.1541  -0.404
C16 0.1337 2.0090 -0.6321  -0.467
C17 0.8866 0.6557 -0.4516  -0.238
C18 2.2999 0.6104 -1.1209  -0.176
H16 2.7747 3.3988 1.8140  0.132
H17 3.0418 3.8486 -0.6029  0.119
H18 1.2937 2.5163 1.5488  0.082
H19 2.3609 1.4101 -1.8820  0.019
H20 4.3878 0.4083 -0.3502  0.111
H21 3.5294 1.1686 1.9869  0.111
H22 2.3992 -0.3356 -1.6891  0.132
H23 0.9601 0.4846 0.6356  0.076
H24 -0.3623 2.3552 0.2870  0.071
H25 0.3818 -0.2604 -0.8764  0.055
H26 1.6875 4.5701 0.2403  0.122
H27 0.2953 4.0897 -1.2257  0.104
P1 1.1631 2.8218 -2.9228  0.950
C19 2.4328 2.0350 -3.9839  -0.162
C20 1.2631 4.5579 -3.4852  -0.164
P2 -1.3522 1.5895 -1.7763  0.658
C21 -0.2754 1.7433 -3.2780  -0.364
C22 -2.2890 3.1449 -1.9918  -0.212
C23 -2.4660 0.2482 -2.3757  -0.344
H28 1.9920 1.1136 -4.4017  0.069
H29 3.3793 1.8458 -3.4541  0.072
H30 2.5718 2.7796 -4.7799  0.053
H31 1.6389 4.5610 -4.5150  0.050
H32 1.9939 5.0550 -2.8182  0.079
H33 0.2942 5.0758 -3.4370  0.069
H34 -2.6243 0.5251 -3.4338  0.022
H35 -3.4470 0.3113 -1.8735  0.038
H36 -2.0314 -0.7795 -2.3659  0.030
H37 0.0884 0.7313 -3.5484  0.075
H38 -0.7962 2.1801 -4.1490  0.080
H39 -3.3052 2.9700 -1.6104  0.049
H40 -2.3581 3.3899 -3.0686  0.051
H41 -1.8450 3.9961 -1.4516  0.048
C24 1.7360 -4.1063 0.0199  -0.159
Si1 -0.0670 -4.1604 -0.4912  0.284
C25 -0.2891 -4.5555 -2.3035  -0.172
C26 -0.8624 -5.4878 0.5812  -0.164
O1 -0.7712 -2.7035 -0.2505  -0.487
H42 2.2428 -5.0413 -0.2542  0.040
H43 1.8781 -3.9834 1.0976  0.015
H44 2.2737 -3.2906 -0.4748  0.021
H45 0.0989 -5.5486 -2.5607  0.034
H46 -1.3526 -4.5313 -2.5742  0.033
H47 0.2281 -3.8224 -2.9352  0.025
H48 -0.6420 -5.3826 1.6495  0.018
H49 -1.9529 -5.5000 0.4682  0.029
H50 -0.4787 -6.4694 0.2686  0.039

The total charge is +1. The value obtained for the energy relative to the best compared isomer or geometry (same formula, charge and spin) is 0.00 kcal/mol. For the total energy, the calculation gives -2106.14732 Eh. For the LUMO energy, the calculation gives -2.3 eV. The value obtained for the gap between HOMO and LUMO is 5.033 eV.